[1]
Entry from the OMol25 dataset: a molecular structure, C12H34N3O6V2 at a distorted geometry (ωB97M-V with the def2-TZVPD basis set).

Each line ends with the Mulliken charge.
Positions of all 57 atoms, in Å:
O1 16.1773 -11.2595 9.0021  -0.358
V1 16.8551 -9.8863 8.9216  1.147
O2 17.4113 -9.2065 14.3399  -0.359
V2 17.0581 -9.2002 12.8542  0.738
O3 16.4505 -9.4515 10.8646  -0.034
H1 15.5848 -9.0283 10.7515  0.208
C1 13.2268 -10.0601 9.1843  -0.933
C2 13.8103 -9.5709 7.8681  0.201
C3 12.9244 -8.6189 7.0684  -1.018
O4 13.6579 -8.2149 5.9311  -0.413
C4 13.5525 -6.8056 5.6324  -0.674
N1 15.1499 -8.8689 8.0061  -0.375
H2 12.1645 -9.8145 9.2148  0.505
H3 13.6778 -9.5597 10.0474  -0.063
H4 13.3237 -11.1396 9.2589  0.332
H5 14.0199 -10.3995 7.1862  0.440
H6 12.6784 -7.7815 7.7458  0.506
H7 11.9949 -9.0921 6.7443  0.437
H8 12.5014 -6.5575 5.5061  0.351
H9 14.0805 -6.6485 4.6966  0.258
H10 14.0534 -6.2070 6.3984  0.300
H11 15.2950 -8.5378 7.0282  0.381
H12 14.9261 -7.9898 8.4906  0.331
C5 13.1099 -10.8808 14.2223  -1.515
C6 14.6102 -10.7584 14.0504  0.187
C7 15.1723 -11.8171 13.1496  -0.753
O5 16.5938 -11.5455 13.0818  0.168
C8 17.4612 -12.7180 13.0160  -0.874
N2 14.9097 -9.4210 13.4371  -0.316
H13 12.8320 -11.8318 14.6824  0.431
H14 12.5659 -10.8750 13.2710  0.361
H15 12.6745 -10.1116 14.8617  0.449
H16 15.0968 -10.8634 15.0183  0.201
H17 14.7781 -11.8654 12.1313  0.266
H18 15.0705 -12.7682 13.6739  0.575
H19 18.3204 -12.4378 12.4230  0.170
H20 16.9104 -13.5278 12.5386  0.525
H21 17.6854 -13.0048 14.0393  0.290
H22 14.3338 -8.7088 13.8957  0.339
H23 14.3851 -9.4477 12.5531  0.122
C9 20.5535 -8.5271 14.0487  -1.494
C10 20.3626 -9.8255 13.2513  0.104
C11 20.1817 -11.0661 14.0960  -0.527
O6 20.4814 -12.2486 13.4308  -0.306
C12 21.8792 -12.4866 13.2472  -0.784
N3 19.1635 -9.6457 12.3124  -0.209
H24 21.1126 -8.7727 14.9537  0.387
H25 19.6581 -8.0387 14.4334  0.284
H26 21.1602 -7.8258 13.4784  0.392
H27 21.2366 -9.9019 12.6037  0.534
H28 19.1196 -11.0985 14.3846  0.026
H29 20.6403 -10.9486 15.0851  0.590
H30 22.4208 -12.3845 14.1885  0.348
H31 22.3169 -11.8625 12.4619  0.291
H32 21.9926 -13.5122 12.9028  0.280
H33 19.5499 -9.0458 11.5666  0.324
H34 19.1461 -10.4569 11.6705  0.227

Force components x, y, z for each atom (eV/Å):
O 1.1033 0.9239 -0.6642
V -2.9452 -0.9790 1.0165
O 0.1133 0.7129 0.1757
V 0.2359 -2.9497 2.2269
O 0.3889 0.8725 -2.1148
H -0.0594 -0.1146 0.1614
C -0.1846 0.2111 -0.3449
C 0.1274 -0.7766 -0.9070
C 0.0766 0.4757 0.2545
O 0.4520 0.2350 0.5174
C 0.0401 -0.4318 -0.3483
N 0.6812 0.1886 0.5013
H -0.0118 -0.0790 0.0620
H 0.0115 -0.0577 0.0351
H 0.0648 0.0080 0.2828
H 0.0313 -0.1511 0.2417
H -0.0942 0.1203 -0.3633
H -0.0061 -0.1692 0.2866
H 0.0367 0.3099 0.0929
H -0.0889 -0.0582 -0.0767
H -0.2773 0.0558 0.1485
H 0.0987 -0.1447 0.0442
H 0.2678 -0.0541 0.0711
C -0.6735 -0.5412 0.0372
C -0.9077 0.1524 -0.0557
C 1.1876 -0.2618 0.7009
O 0.1578 1.1835 -0.7486
C -0.8595 0.2130 0.0159
N -0.2676 0.5513 -1.4136
H 0.2071 0.0117 0.0819
H 0.1930 0.1676 -0.0696
H 0.2243 0.1044 -0.0068
H 0.2052 0.3861 -0.0194
H -0.2733 0.0360 0.1002
H -0.2895 -0.1327 -0.3150
H 0.3050 -0.2329 0.2293
H 0.0943 0.0113 -0.1350
H 0.4169 -0.0481 -0.0697
H 0.6750 0.0698 0.6026
H 0.0759 -0.2657 0.0452
C 0.3470 -0.3516 0.3403
C -0.1630 1.0794 0.4797
C -0.9959 0.3243 0.6414
O 0.0112 -0.0865 -0.2805
C 0.1941 -0.4163 -0.1221
N 0.1943 -0.0749 -2.3732
H 0.1923 0.0745 -0.1257
H -0.1949 -0.1394 -0.3209
H -0.1593 0.1739 0.0475
H -0.0417 -0.3525 -0.0108
H 0.0359 -0.1956 -0.2147
H 0.6761 -0.1470 -0.3273
H 0.0089 0.1478 -0.0283
H -0.0501 0.2274 0.2073
H -0.1643 -0.0348 0.1054
H -0.2372 0.8152 0.6968
H -0.1863 -0.5966 1.0057

Results
LUMO level (spin up / spin down)	-12.36 / -11.97	eV
HOMO energy (spin up / spin down)	-17.56 / -17.56	eV
⟨S²⟩	2.0582
total charge	+3
energy above the lowest of the compared OMol25 structures with the same formula, charge and spin	322.1	kJ/mol
energy	-81097.7516	eV
spin multiplicity	3

=====

[2]
Entry from the OMol25 dataset: a molecular structure, C12H34N3O9PSSi2 at a distorted geometry (ωB97M-V with the def2-TZVPD basis set).

Each line ends with the Mulliken charge.
Positions of all 62 atoms, in Å:
C1 -0.6475 2.6545 4.0701  -0.835
C2 -0.1519 3.7291 3.1616  0.929
O1 0.9914 3.9367 3.0177  -0.572
O2 -1.1284 4.4142 2.5784  -0.380
C3 -0.7644 5.0318 1.3331  -0.746
C4 -1.9710 4.9298 0.4207  -0.840
Si1 -2.1627 3.1423 -0.1819  0.346
O3 -0.9859 2.2591 0.6259  0.243
Si2 -0.8811 0.5962 0.3885  0.008
C5 0.8677 0.1286 0.9450  -0.825
C6 1.9059 0.1199 -0.1946  0.305
C7 2.8129 1.3399 -0.1037  -1.621
O4 2.7537 -1.0305 -0.0068  -0.508
C8 -2.0617 -0.4526 1.4192  -1.312
C9 -3.5470 -0.2486 1.2004  0.454
N1 -3.9305 -0.0981 -0.1962  -0.437
N2 -4.0299 0.8806 2.0187  -0.529
N3 -4.2088 -1.5105 1.6858  -0.849
P1 -1.8939 3.2357 -2.4059  0.058
O5 -3.3758 3.8568 -2.8452  -0.441
O6 -1.8826 1.7099 -3.0309  -0.446
H1 -0.0939 2.6681 4.9980  0.382
H2 -0.5155 1.6845 3.6132  -0.014
H3 -1.6939 2.7837 4.3059  0.311
H4 0.0892 4.5576 0.8691  0.258
H5 -0.4851 6.0602 1.5163  0.553
H6 -1.7738 5.5765 -0.4312  0.488
H7 -2.8736 5.2665 0.9084  0.397
H8 -3.5514 2.7443 0.1179  -0.235
H9 -0.9855 0.1895 -1.0201  -0.257
H10 0.8495 -0.8050 1.4919  0.486
H11 1.1796 0.8902 1.6569  0.398
H12 1.4663 0.0331 -1.1779  0.341
H13 3.0967 1.5136 0.9244  0.437
H14 2.3710 2.2255 -0.5431  0.343
H15 3.7295 1.0977 -0.6229  0.421
H16 3.1210 -0.9321 0.8784  0.291
H17 -1.7982 -0.3594 2.4680  0.608
H18 -1.8376 -1.4813 1.1625  0.480
H19 -4.6690 0.5992 -0.2166  0.302
H20 -4.3811 -0.9420 -0.5271  0.296
H21 -3.7265 0.6663 2.9614  0.276
H22 -5.0426 0.8108 2.0556  0.276
H23 -5.1791 -1.4689 1.3956  0.233
H24 -4.1479 -1.5755 2.6931  0.279
H25 -4.0661 3.3860 -2.3552  0.324
H26 -2.5612 1.1460 -2.6308  0.340
O7 2.2018 -5.8857 -1.6306  -0.638
S1 3.3733 -6.0424 -2.4345  1.259
O8 4.5829 -6.5545 -1.8723  -0.615
O9 3.6782 -4.6656 -3.1700  -0.277
C10 3.8340 -3.4806 -2.3581  -0.309
C11 5.1562 -3.4594 -1.6174  -1.060
C12 2.9782 -6.9768 -3.8731  -0.942
H27 2.9951 -3.3858 -1.6679  0.355
H28 3.7885 -2.6369 -3.0434  0.245
H29 5.2109 -4.2576 -0.8785  0.312
H30 5.2777 -2.5090 -1.0979  0.352
H31 5.9870 -3.5996 -2.3098  0.306
H32 2.0736 -6.5752 -4.3208  0.312
H33 2.8185 -8.0041 -3.5530  0.370
H34 3.8147 -6.9269 -4.5647  0.314

Force components x, y, z for each atom (eV/Å):
C -0.6367 0.0813 0.5447
C -1.8339 -0.9248 1.1684
O 3.0667 0.6421 -0.8340
O -0.3535 -0.0937 -0.7542
C -0.5004 0.5942 -0.0724
C 0.5159 -0.5165 -0.3905
Si -0.1608 0.5868 0.9352
O -1.0449 -0.6816 -0.9850
Si 1.0174 -0.4511 0.9010
C -0.6983 0.8820 -0.5891
C 0.7879 -0.2429 1.4835
C -0.0778 -0.2888 -0.5162
O -0.1389 -0.1878 -0.4169
C 0.2465 0.8036 -0.5927
C -1.0484 -1.4830 1.6040
N -0.3593 0.8025 0.0254
N 0.3936 -0.0084 -0.5919
N 0.3436 0.1802 -0.8991
P 0.8888 0.4742 -1.3180
O 0.1284 -0.5316 0.7302
O -0.4680 0.1207 0.4577
H 0.2982 0.0038 0.1376
H 0.1153 -0.2325 -0.2856
H -0.3351 -0.0050 -0.0426
H 0.2982 -0.3158 0.2501
H 0.0136 0.3407 0.1684
H -0.1394 0.1501 -0.2297
H -0.2426 0.1759 0.1758
H -0.1282 -0.2470 0.0044
H -0.1956 0.2520 -0.1619
H 0.0082 -0.4534 -0.1413
H -0.0425 0.1247 0.2918
H -0.0849 -0.2172 -0.2683
H -0.0938 0.2506 0.3765
H -0.1069 0.3037 0.0874
H 0.2152 0.1178 -0.4272
H 0.0748 -0.1367 -0.0179
H -0.0632 0.1035 0.3451
H 0.1660 -0.2630 -0.2384
H 0.1498 0.2064 -0.1761
H 0.3656 -0.2843 -0.0301
H 0.0852 0.2906 0.1175
H -0.0646 0.1516 -0.0672
H -0.1660 -0.1107 0.3745
H -0.0904 -0.0656 0.0513
H -0.2583 0.2588 -0.1875
H 0.1893 -0.2037 -0.0412
O 0.0023 -0.0445 0.2813
S 0.0185 0.2572 -0.5918
O -0.0152 -0.1116 0.2395
O -0.0363 -0.1620 -0.1458
C 0.1681 0.4915 0.5382
C 0.0854 -0.2386 0.0658
C -0.0332 -0.0196 -0.0972
H -0.0394 -0.1340 -0.0460
H -0.1045 -0.1938 -0.2208
H -0.0251 0.0150 0.0089
H -0.0845 0.0550 -0.0830
H -0.0065 0.0671 -0.0167
H 0.0095 0.0311 0.0176
H 0.0097 0.0191 0.0691
H 0.0153 0.0152 0.0254

Results
LUMO level	0.25	eV
HOMO energy	-8.47	eV
total charge	0
energy	-71775.8577	eV
spin multiplicity	1

=====

[3]
Entry from the OMol25 dataset: 2 unconnected molecules or ions with the total composition C12H35BN3O3Si2 at a distorted geometry (ωB97M-V with the def2-TZVPD basis set).

Each line ends with the Mulliken charge.
Positions of all 56 atoms, in Å:
C1 2.3004 1.0393 -2.8135  -0.716
O1 1.1993 1.6589 -3.4514  -0.382
C2 0.0534 0.8412 -3.3008  -0.317
N1 -0.0169 0.3175 -1.9534  -0.204
C3 -1.2208 1.5687 -3.8463  0.124
O2 -1.0939 2.9732 -3.9665  -0.441
C4 -0.9598 3.6205 -2.7194  -0.618
B1 -2.5808 1.1062 -3.1097  0.338
O3 -2.8238 -0.2897 -2.9011  -0.545
N2 -3.6420 2.0462 -2.6864  -0.053
C5 -4.9338 1.6505 -3.2635  -1.142
C6 -3.7183 2.1500 -1.2181  -0.988
H1 3.2025 1.5555 -3.1613  0.290
H2 2.3330 -0.0231 -3.0878  0.328
H3 2.2900 1.1308 -1.7239  0.242
H4 0.2310 -0.0320 -3.9519  0.503
H5 -0.3325 0.9848 -1.2681  0.063
H6 -0.4913 -0.5635 -1.8918  0.190
H7 -1.3508 1.2085 -4.8849  0.267
H8 -0.7682 2.9505 -1.8769  0.229
H9 -1.8200 4.2794 -2.5424  0.247
H10 -0.0847 4.2829 -2.7924  0.273
H11 -2.7134 -0.5064 -1.9814  0.305
H12 -4.7724 1.3375 -4.3052  0.349
H13 -5.6448 2.4815 -3.2793  0.319
H14 -5.3276 0.7694 -2.7313  0.384
H15 -4.7484 1.9774 -0.8892  0.381
H16 -3.0226 1.4721 -0.6966  0.340
H17 -3.4285 3.1617 -0.8978  0.252
C7 -1.2184 -3.0424 3.7373  -1.002
Si1 0.4157 -2.0885 3.6894  0.130
C8 1.4959 -2.8003 5.0633  -1.052
C9 0.0087 -0.3014 4.1410  -1.026
N3 1.0929 -2.2621 2.1310  -0.155
Si2 2.5755 -1.5473 1.6723  -0.002
C10 4.0518 -2.1556 2.6780  -1.066
C11 2.5555 0.3395 1.7497  -0.959
C12 2.9208 -2.0060 -0.1296  -0.730
H18 -1.6879 -2.9581 4.7249  0.267
H19 -1.9147 -2.6482 2.9937  0.229
H20 -1.0495 -4.1010 3.5289  0.249
H21 0.9300 -2.8761 6.0011  0.346
H22 2.3654 -2.1701 5.2600  0.298
H23 1.8436 -3.8006 4.7992  0.256
H24 -0.5367 0.1850 3.3297  0.218
H25 0.9105 0.2775 4.3496  0.306
H26 -0.6192 -0.2622 5.0407  0.360
H27 4.0467 -1.7473 3.6906  0.290
H28 4.9942 -1.8464 2.2072  0.333
H29 4.0501 -3.2453 2.7419  0.268
H30 1.6598 0.7333 1.2649  0.164
H31 3.4309 0.7560 1.2337  0.375
H32 2.5837 0.7023 2.7790  0.343
H33 2.1200 -1.6356 -0.7744  -0.012
H34 2.9946 -3.0893 -0.2472  0.307
H35 3.8659 -1.5592 -0.4633  0.245

Force components x, y, z for each atom (eV/Å):
C 0.8515 0.1890 -0.1507
O -0.5970 0.2275 0.4119
C 0.0539 -0.5660 -0.2321
N -0.0075 0.3567 -0.2583
C -0.3562 -0.1571 -0.1387
O -0.0151 -0.3594 0.2299
C 0.5073 1.0942 -0.3161
B -0.2533 -0.7421 0.3130
O 0.6463 1.2618 -1.0179
N 0.1852 -0.2106 -0.0709
C 0.4954 -0.4752 -0.2220
C 0.3171 0.7080 -0.1138
H -0.1837 -0.1342 -0.1775
H 0.2295 0.1143 0.1667
H -0.2020 -0.1504 -0.1578
H -0.2881 -0.0789 0.2282
H -0.0983 -0.0614 0.2284
H -0.0272 -0.1646 0.1278
H 0.0629 0.1445 0.1518
H -0.2551 0.0111 -0.1037
H -0.0688 -0.4059 0.1729
H -0.0715 -0.2187 0.1168
H -0.2575 -0.3414 0.6022
H -0.1368 0.1339 0.1540
H 0.0557 -0.1040 0.1941
H -0.2921 0.2672 -0.1531
H 0.2506 -0.1657 0.1298
H -0.3399 -0.0613 -0.0232
H -0.1332 -0.1715 0.0048
C -0.0589 0.1262 0.4238
Si 0.6128 -0.4969 -2.2489
C -0.2532 0.0728 0.5424
C -0.2417 0.0520 0.5470
N 0.6570 0.8128 0.9530
Si -2.0744 -1.1658 0.2097
C 0.5023 0.2757 -0.1595
C 0.5405 0.2324 -0.1615
C 0.3754 0.2513 -0.0049
H -0.0929 -0.0643 -0.0291
H 0.0293 -0.0139 -0.0394
H 0.0185 0.0127 -0.0500
H 0.0716 -0.0299 0.0356
H 0.0535 -0.0191 -0.0404
H 0.0182 0.0204 -0.0678
H 0.0443 -0.0209 -0.0481
H 0.0243 0.0289 -0.0588
H 0.0010 0.0867 -0.0062
H -0.0337 -0.0436 0.0439
H 0.0379 -0.0384 0.0629
H -0.0718 -0.0023 0.0157
H -0.0484 -0.0454 0.0209
H -0.0324 0.0833 0.0194
H -0.0672 0.0128 0.0215
H -0.0236 -0.0165 0.0212
H -0.0486 -0.0032 0.0250
H -0.0123 -0.0479 -0.1239

Results
LUMO level	2.35	eV
HOMO energy	-3.44	eV
total charge	-1
energy	-40059.5362	eV
spin multiplicity	1

=====

- What is the spin multiplicity in the third record?
  1